ORCA calculation (ωB97M-V/def2-TZVPD) on a 8-piece molecular cluster, C59H93ClN13O2 overall in a non-equilibrium geometry.

Computed properties:
LUMO = -2.1 eV
Gap between HOMO and LUMO = 0.2990 Eh
Total charge = +1

Last column: Löwdin charge in e.
CARTESIAN COORDINATES (ANGSTROEM)
C 4.3722 -3.0117 1.4933  0.110
C 3.2511 -2.3705 1.8021  -0.032
C 1.8396 -1.5849 2.0609  -0.269
C 0.7919 -2.7685 2.3341  -0.100
C 1.2357 -3.9817 3.2822  -0.596
N 1.8524 -5.1520 2.5185  0.058
N -0.0750 -4.5679 3.8256  0.029
N 2.0883 -3.7330 4.4493  0.061
C 2.2206 -0.6524 3.3235  -0.146
C 0.9323 0.2338 3.7590  -0.509
Cl 0.0315 -0.8224 4.9655  0.687
C 0.1279 0.9460 2.5684  -0.286
C 0.8748 2.4165 2.4377  -0.172
C 0.2186 3.6711 3.1431  -0.096
C -1.4507 1.2262 2.8396  -0.115
C -2.0516 1.4903 4.2754  -0.287
O -1.3428 2.1295 5.3271  -0.109
N 0.1488 0.1880 1.2333  -0.021
C -0.5153 0.9060 0.0942  -0.113
C -1.9522 0.2401 -0.3386  -0.202
N -2.8024 0.7970 -1.1855  0.088
C 1.4433 -0.5397 0.8430  -0.241
C 2.6096 0.5043 0.4731  -0.096
C 3.9429 0.0286 -0.2521  -0.088
C 5.2767 0.5717 0.5322  -0.303
O 5.4401 0.5008 1.7969  -0.001
N 6.4143 1.1465 -0.2698  0.047
C 7.5876 1.4596 0.5816  -0.193
C 8.5401 0.3822 1.2605  -0.008
C 9.7809 0.7697 2.1895  -0.065
C 10.1464 2.2841 2.4955  -0.061
C 9.2253 3.3777 1.7772  -0.062
C 7.9864 2.9897 0.8510  -0.010
C 1.0523 -1.4941 -0.4061  -0.105
C 1.3634 -1.1703 -1.9098  -0.148
C 2.6711 -1.8267 -2.5921  -0.043
C 3.0816 -1.6472 -4.0935  -0.061
C 2.2038 -0.7879 -5.0856  -0.042
C 0.8851 -0.1560 -4.4961  -0.057
C 0.5138 -0.3711 -2.9890  -0.027
H 5.2113 -3.4767 0.8448  0.083
H -0.2451 -2.3931 2.7307  0.094
H 0.4580 -3.3565 1.3750  0.129
H 1.9229 -4.9343 1.5104  0.062
H 2.8478 -5.2793 2.8191  0.077
H 0.2545 -5.2046 4.5850  0.084
H -0.4574 -5.1153 3.0289  0.067
H 2.5367 -4.5787 4.8343  0.093
H 1.5742 -3.2647 5.2178  0.066
H 2.4978 -1.2454 4.2916  0.112
H 3.1898 -0.0156 3.1647  0.132
H 1.3719 1.0733 4.4464  0.125
H 1.9725 2.3400 2.8407  0.127
H 1.0529 2.7168 1.3205  0.120
H -0.8846 3.9043 2.9357  0.095
H 0.4703 3.6244 4.2835  0.079
H 0.7999 4.6203 2.7776  0.107
H -2.1057 0.3463 2.4174  0.134
H -1.8256 2.1270 2.1893  0.105
H -2.4262 0.4611 4.6970  0.103
H -3.0508 2.0866 4.1369  0.151
H -0.3790 1.9679 5.3751  0.057
H -0.5085 -0.6169 1.4138  0.140
H -0.8023 2.0189 0.3152  0.129
H 0.1706 1.0647 -0.8350  0.127
H -2.2555 -0.7895 0.1392  0.085
H -2.3563 1.6829 -1.4872  0.028
H 2.1832 1.3559 -0.2104  0.134
H 3.0059 1.1224 1.3850  0.109
H 4.0201 0.5181 -1.3111  0.131
H 4.1141 -1.0877 -0.4098  0.085
H 6.0992 1.9610 -0.8251  0.124
H 8.3644 -0.7474 1.1071  0.084
H 10.4508 -0.0370 2.6970  0.085
H 11.0088 2.6254 3.1790  0.090
H 9.4401 4.4950 1.9483  0.083
H 7.3478 3.8091 0.3523  0.086
H 1.5523 -2.5465 -0.2655  0.129
H -0.0859 -1.7740 -0.3458  0.133
H 3.3743 -2.4868 -1.9355  0.093
H 4.0420 -2.1406 -4.4979  0.093
H 2.4572 -0.5876 -6.1867  0.095
H 0.1778 0.4750 -5.1593  0.044
H -0.4873 0.1040 -2.6256  0.069
C -2.7523 -2.9592 -6.5128  -0.110
C -2.9093 -2.6345 -5.0311  -0.266
C -3.4624 -1.2288 -4.7860  -0.171
C -2.5247 -0.2022 -5.3666  -0.169
N -1.7784 0.6140 -5.8271  0.124
H -2.0347 -2.2922 -6.9986  0.071
H -2.3831 -3.9805 -6.6407  0.073
H -3.7120 -2.8769 -7.0334  0.061
H -1.9362 -2.7418 -4.5392  0.106
H -3.5824 -3.3674 -4.5756  0.105
H -3.5693 -1.0487 -3.7123  0.102
H -4.4477 -1.1171 -5.2485  0.117
C -6.4699 3.3383 -1.9629  -0.105
C -6.4442 4.4043 -0.8723  -0.263
C -5.0724 5.0648 -0.7174  -0.169
C -4.0449 4.0276 -0.3460  -0.138
N -3.2277 3.2028 -0.0524  0.137
H -5.7903 2.5117 -1.7360  0.064
H -7.4736 2.9160 -2.0570  0.079
H -6.1863 3.7618 -2.9319  0.070
H -6.7456 3.9477 0.0767  0.113
H -7.1857 5.1732 -1.1091  0.115
H -5.1088 5.8283 0.0647  0.119
H -4.7714 5.5497 -1.6508  0.120
C -5.7538 -4.2572 2.5870  -0.108
C -4.2885 -4.6676 2.6894  -0.264
C -3.3260 -3.5314 2.3359  -0.188
C -3.5615 -3.0845 0.9151  -0.193
N -3.7492 -2.7283 -0.2144  0.137
H -6.0236 -3.9753 1.5654  0.071
H -6.4019 -5.0888 2.8755  0.078
H -5.9713 -3.4111 3.2468  0.080
H -4.1124 -5.5224 2.0275  0.115
H -4.0839 -5.0038 3.7104  0.114
H -2.2912 -3.8704 2.4375  0.072
H -3.4718 -2.6807 3.0086  0.117
C 7.6674 -4.1318 2.7492  -0.120
C 7.6807 -3.0676 3.8415  -0.266
C 9.0485 -2.4029 4.0077  -0.192
C 10.0772 -3.4372 4.3861  -0.195
N 10.8946 -4.2589 4.6867  0.129
H 8.3480 -4.9559 2.9799  0.074
H 6.6655 -4.5579 2.6469  0.050
H 7.9572 -3.7056 1.7827  0.072
H 7.3737 -3.5264 4.7875  0.115
H 6.9378 -2.3006 3.5998  0.100
H 9.0031 -1.6406 4.7903  0.119
H 9.3545 -1.9160 3.0775  0.073
C -0.1000 6.4867 6.4816  -0.110
C 1.3636 6.0696 6.5829  -0.276
C 2.3309 7.2031 6.2358  -0.185
C 2.0973 7.6563 4.8176  -0.202
N 1.9123 8.0156 3.6903  0.121
H -0.3677 6.7752 5.4613  0.069
H -0.7520 5.6561 6.7652  0.072
H -0.3143 7.3300 7.1458  0.081
H 1.5365 5.2173 5.9164  0.090
H 1.5655 5.7269 7.6025  0.111
H 3.3642 6.8595 6.3359  0.114
H 2.1886 8.0509 6.9122  0.119
C -5.4572 -6.1357 -8.0620  -0.111
C -6.0009 -5.9950 -6.6440  -0.273
C -7.2611 -5.1295 -6.5727  -0.187
C -6.9555 -3.7396 -7.0684  -0.193
N -6.7157 -2.6245 -7.4657  0.122
H -5.1521 -5.1701 -8.4749  0.067
H -4.5767 -6.7837 -8.0685  0.074
H -6.2074 -6.5738 -8.7281  0.080
H -5.2202 -5.5671 -6.0056  0.100
H -6.2287 -6.9904 -6.2503  0.110
H -7.6186 -5.0705 -5.5410  0.113
H -8.0591 -5.5611 -7.1839  0.119
C -6.3097 3.7126 -7.1865  -0.113
C -5.5038 4.9444 -7.5857  -0.272
C -5.0979 5.8044 -6.3867  -0.192
C -6.3290 6.2958 -5.6690  -0.207
N -7.3072 6.6859 -5.0988  0.121
H -7.2555 3.9860 -6.7105  0.070
H -6.5520 3.1150 -8.0692  0.076
H -5.7442 3.0818 -6.4928  0.072
H -6.0944 5.5422 -8.2881  0.114
H -4.6021 4.6228 -8.1160  0.110
H -4.5125 6.6649 -6.7224  0.113
H -4.4829 5.2268 -5.6901  0.111

Cartesian forces (eV/Å) of the 3 atoms listed first:
-6.4 3.7 0.3
5.2 -2.8 -2.7
2.8 -0.5 1.0

---

ORCA calculation (ωB97M-V/def2-TZVPD) on C5CeO5 as an isolated structure in a non-equilibrium geometry.

Computed properties:
LUMO (spin up / spin down) = -16.3 / -15.8 eV
Gap between HOMO and LUMO (spin up / spin down) = 0.2202 / 0.2388 Eh
2S+1 = 2
Total charge = +3

Last column: Löwdin charge in e.
CARTESIAN COORDINATES (ANGSTROEM)
Ce -0.7038 1.3624 -0.9672  1.816
O 3.2649 -3.0011 0.4519  0.111
C 2.5014 -2.2095 0.2574  -0.015
C -1.0427 1.5118 1.8069  0.044
O -0.9427 1.4638 2.9826  0.235
C -2.1439 0.3595 -2.8588  0.029
O -2.6384 -0.0279 -3.8475  0.265
C -1.0294 -0.9288 0.2857  0.007
O -1.4796 -1.8623 0.8419  0.251
O 2.5854 1.9472 0.6846  0.254
C 1.6290 1.3848 0.3625  0.004

Cartesian forces (eV/Å) of the 3 atoms listed first:
0.4 0.7 0.9
-0.1 0.1 0.0
-0.1 0.1 0.0

---

ORCA calculation (ωB97M-V/def2-TZVPD) on C5F11NO in the gas phase in a non-equilibrium geometry.

Computed properties:
LUMO = 0.8 eV
Gap between HOMO and LUMO = 0.4647 Eh
SMILES = FC(F)(F)N1C(F)(F)C(F)(F)OC(F)(F)C1(F)F
Total charge = 0

Last column: Löwdin charge in e.
CARTESIAN COORDINATES (ANGSTROEM)
F 0.6216 -2.4949 1.5797  0.188
C 0.7717 -1.2134 1.8649  -0.489
F 2.1315 -0.8919 2.0135  0.109
F 0.0643 -0.9703 3.0041  0.164
N 0.3103 -0.3935 0.6651  0.186
C -0.7084 0.6882 0.7961  -0.403
F -0.0837 1.7373 1.3965  0.142
F -1.7395 0.1950 1.5130  0.150
C -1.3243 1.2758 -0.5038  -0.325
F -2.2379 0.3717 -1.0120  0.152
F -1.9048 2.5235 -0.1218  0.119
O -0.2543 1.5838 -1.4410  0.146
C 0.4808 0.4244 -1.8592  -0.416
F -0.1633 -0.1262 -2.8796  0.181
F 1.7196 0.8600 -2.3194  0.139
C 0.6516 -0.7112 -0.7910  -0.279
F 1.9575 -1.1689 -0.7974  0.130
F -0.2926 -1.6893 -1.1077  0.106

Cartesian forces (eV/Å) of the 3 atoms listed first:
0.6 0.2 0.2
0.5 1.6 -1.5
-2.6 -1.0 0.4

---

ORCA calculation (ωB97M-V/def2-TZVPD) on C5H10 in the gas phase.

Computed properties:
LUMO = 1.3 eV
Gap between HOMO and LUMO = 0.4528 Eh
SMILES = C1CCCC1
Total charge = 0
Energy above the lowest of the compared OMol25 structures with the same formula, charge and spin = 0.6 kcal/mol

Last column: Löwdin charge in e.
CARTESIAN COORDINATES (ANGSTROEM)
C -1.1666 0.5520 -0.0773  -0.198
C 0.2061 1.2369 -0.3528  -0.187
C 1.2912 0.1557 -0.0970  -0.202
C 0.5094 -1.1618 -0.0201  -0.221
C -0.8289 -0.7824 0.6067  -0.218
H -1.6731 0.3550 -1.0298  0.102
H -1.8546 1.1624 0.5192  0.100
H 0.2560 1.5935 -1.3881  0.097
H 0.3648 2.1173 0.2801  0.097
H 1.8232 0.3497 0.8429  0.103
H 2.0512 0.1259 -0.8863  0.100
H 1.0192 -1.9680 0.5170  0.105
H 0.3084 -1.5154 -1.0399  0.110
H -0.7385 -0.6497 1.6936  0.110
H -1.5678 -1.5711 0.4316  0.103

Cartesian forces (eV/Å) of the 3 atoms listed first:
0.0 0.0 0.0
0.0 0.0 0.0
0.0 0.0 0.0

---

ORCA calculation (ωB97M-V/def2-TZVPD) on a 2-piece molecular cluster, C5H10 overall in a non-equilibrium geometry.

Computed properties:
LUMO = 1.3 eV
Gap between HOMO and LUMO = 0.3754 Eh
SMILES = C=C1CCC1.[H][H]
Total charge = 0
Energy above the lowest of the compared OMol25 structures with the same formula, charge and spin = 69.3 kcal/mol

Last column: Löwdin charge in e.
CARTESIAN COORDINATES (ANGSTROEM)
C 1.7230 -0.3011 -0.0781  -0.055
C 0.4024 -0.2194 -0.1452  -0.385
C -0.7305 -0.9363 0.5648  -0.137
C -1.7149 -0.1957 -0.3786  -0.169
C -0.5537 0.7075 -0.8721  -0.137
H 2.2235 -0.9754 0.6156  0.072
H 2.3684 0.4096 -0.5928  0.072
H -0.7191 -2.0292 0.5166  0.106
H -0.8429 -0.6446 1.6197  0.111
H -2.5567 0.3120 0.0986  0.097
H -2.0933 -0.8474 -1.1692  0.101
H -0.5880 1.7226 -0.4493  0.111
H -0.4147 0.7969 -1.9536  0.106
H 2.0612 1.1972 1.6806  0.069
H 1.4241 0.9725 1.3428  0.037

Cartesian forces (eV/Å) of the 3 atoms listed first:
-0.3 -0.4 -0.6
0.3 -0.2 -0.2
0.0 -0.2 0.0

---

ORCA calculation (ωB97M-V/def2-TZVPD) on C5H10 in the gas phase.

Computed properties:
LUMO = 0.7 eV
Gap between HOMO and LUMO = 0.3208 Eh
Total charge = 0
Energy above the lowest of the compared OMol25 structures with the same formula, charge and spin = 84.3 kcal/mol

Last column: Löwdin charge in e.
CARTESIAN COORDINATES (ANGSTROEM)
C 1.2805 -0.8804 0.0084  -0.086
C 0.4703 0.2412 0.6704  -0.485
C 0.3195 1.5188 -0.2143  -0.075
C -0.9894 0.0954 0.9090  -0.004
C -1.6855 -0.6734 -0.1534  -0.166
H 0.9340 -1.1175 -1.0028  0.064
H 1.2181 -1.7971 0.6083  0.078
H 2.3396 -0.6067 -0.0619  0.077
H 0.9755 0.5357 1.5983  0.115
H 1.1754 2.1849 -0.0781  0.085
H 0.2224 1.2471 -1.2706  0.084
H -0.5794 2.0837 0.0757  0.076
H -2.7072 -0.3210 -0.3259  0.069
H -1.1793 -0.8592 -1.1138  0.066
H -1.7943 -1.6515 0.3507  0.101

Cartesian forces (eV/Å) of the 3 atoms listed first:
0.0 0.0 -0.1
0.0 0.0 0.2
0.0 0.1 -0.1

---

ORCA calculation (ωB97M-V/def2-TZVPD) on C5H10 in the gas phase in a non-equilibrium geometry.

Computed properties:
LUMO = 1.3 eV
Gap between HOMO and LUMO = 0.4213 Eh
SMILES = CC1CCC1
Total charge = 0
Energy above the lowest of the compared OMol25 structures with the same formula, charge and spin = 24.9 kcal/mol

Last column: Löwdin charge in e.
CARTESIAN COORDINATES (ANGSTROEM)
C -0.8683 0.3913 1.5707  -0.088
C 0.1156 -0.2171 0.5757  -0.388
C -0.4363 -0.9115 -0.6933  -0.171
C 0.7497 -0.2352 -1.4296  -0.196
C 0.8086 0.8477 -0.3451  -0.152
H -1.6786 0.9276 1.0256  0.081
H -1.2804 -0.4133 2.1498  0.056
H -0.3009 1.1396 2.2304  0.100
H 0.8729 -0.9242 1.0110  0.147
H -0.5222 -1.9995 -0.6409  0.094
H -1.4613 -0.5632 -0.9990  0.117
H 0.5730 0.0330 -2.4943  0.106
H 1.6015 -0.8979 -1.3058  0.099
H 0.0581 1.6049 -0.5675  0.107
H 1.7688 1.2178 -0.0879  0.088

Cartesian forces (eV/Å) of the 3 atoms listed first:
1.1 0.8 0.1
0.0 0.7 0.1
-0.7 0.2 0.1

---

ORCA calculation (ωB97M-V/def2-TZVPD) on a 2-piece molecular cluster, C5H10 overall in a non-equilibrium geometry.

Computed properties:
LUMO = 1.0 eV
Gap between HOMO and LUMO = 0.3900 Eh
SMILES = C=CC.C=C
Total charge = 0
Energy above the lowest of the compared OMol25 structures with the same formula, charge and spin = 52.1 kcal/mol

Last column: Löwdin charge in e.
CARTESIAN COORDINATES (ANGSTROEM)
C -2.6551 -1.6457 -0.9083  -0.029
C -1.5026 -1.7658 -1.5626  -0.246
C -1.0018 -0.8660 -2.6606  -0.116
H -2.7308 -2.0790 0.0830  0.048
H -3.3747 -0.8841 -1.1721  0.052
H -0.7959 -2.4736 -1.1393  0.084
H -1.6780 -0.8150 -3.5172  0.073
H -0.8818 0.1442 -2.2810  0.072
H -0.0708 -1.2615 -3.0572  0.062
C 2.6950 2.5450 2.8047  -0.084
C 2.2265 1.3193 2.5693  -0.085
H 3.6552 2.6469 3.2988  0.044
H 2.2406 3.4066 2.3282  0.042
H 2.5287 0.5410 3.2571  0.043
H 1.3455 1.1877 1.9573  0.040

Cartesian forces (eV/Å) of the 3 atoms listed first:
0.8 0.6 0.3
-0.1 0.2 0.6
-0.4 -0.7 -0.4